{"formula": "C47H114F24N3O3P6", "method": "ωB97M-V/def2-TZVPD", "symbols": ["C", "N", "C", "C", "C", "C", "O", "H", "H", "H", "H", "H", "H", "H", "H", "H", "H", "H", "H", "H", "H", "C", "N", "C", "C", "C", "C", "O", "H", "H", "H", "H", "H", "H", "H", "H", "H", "H", "H", "H", "H", "H", "C", "N", "C", "C", "C", "C", "O", "H", "H", "H", "H", "H", "H", "H", "H", "H", "H", "H", "H", "H", "H", "C", "C", "C", "C", "P", "C", "C", "C", "C", "C", "C", "C", "C", "C", "C", "C", "C", "H", "H", "H", "H", "H", "H", "H", "H", "H", "H", "H", "H", "H", "H", "H", "H", "H", "H", "H", "H", "H", "H", "H", "H", "H", "H", "H", "H", "H", "H", "H", "H", "H", "H", "H", "H", "C", "C", "C", "C", "P", "C", "C", "C", "C", "C", "C", "C", "C", "C", "C", "C", "C", "H", "H", "H", "H", "H", "H", "H", "H", "H", "H", "H", "H", "H", "H", "H", "H", "H", "H", "H", "H", "H", "H", "H", "H", "H", "H", "H", "H", "H", "H", "H", "H", "H", "H", "H", "H", "P", "F", "F", "F", "F", "F", "F", "P", "F", "F", "F", "F", "F", "F", "P", "F", "F", "F", "F", "F", "F", "P", "F", "F", "F", "F", "F", "F"], "coordinates": [[1.35494, -7.79282, 6.61450], [0.48812, -9.01017, 6.07350], [0.97993, -9.27536, 4.64035], [0.69923, -10.29465, 6.92508], [-0.96710, -8.59374, 6.18786], [-1.47510, -7.24010, 5.60119], [-1.04355, -7.10257, 4.24338], [1.22169, -7.01453, 5.86309], [2.38059, -8.14777, 6.51367], [1.06978, -7.60714, 7.65002], [0.20815, -9.90220, 4.19367], [1.91540, -9.82657, 4.54459], [1.04331, -8.34916, 4.06918], [1.73494, -10.61976, 6.82655], [-0.01729, -11.07710, 6.67514], [0.48628, -10.01368, 7.95648], [-1.15315, -8.58930, 7.26186], [-1.55262, -9.42179, 5.78837], [-1.21649, -6.39324, 6.23683], [-2.56078, -7.14338, 5.60734], [-1.38426, -7.80537, 3.68519], [5.30716, 5.06562, 7.38983], [4.86462, 4.83974, 8.87514], [3.70638, 3.81170, 9.13509], [6.10451, 4.16873, 9.63482], [4.55522, 6.23230, 9.52989], [3.88510, 6.13620, 10.88123], [4.71377, 5.59665, 11.94338], [6.11648, 5.78931, 7.48664], [4.48399, 5.51013, 6.83045], [5.55466, 4.08151, 6.99189], [3.60681, 3.54515, 10.18730], [3.98955, 2.90710, 8.59693], [2.77241, 4.20794, 8.73661], [6.53124, 3.30344, 9.12759], [5.70682, 3.78303, 10.57354], [6.95329, 4.83260, 9.79897], [3.68717, 6.56524, 8.96091], [5.32248, 7.00652, 9.53216], [2.98328, 5.52491, 10.84733], [3.56978, 7.12022, 11.22819], [4.40039, 5.65353, 12.84900], [-2.33479, 4.88571, 2.59254], [-3.23025, 3.56969, 2.81986], [-4.54619, 4.01623, 3.53468], [-3.58904, 2.94331, 1.44866], [-2.56853, 2.54368, 3.72058], [-1.35427, 1.76698, 3.16408], [-0.40778, 2.78318, 2.98102], [-3.08865, 5.61034, 2.28480], [-1.61166, 4.78239, 1.78352], [-2.00331, 5.28469, 3.55120], [-4.29008, 4.39807, 4.52296], [-5.11321, 3.08658, 3.58311], [-5.10561, 4.75877, 2.96566], [-4.21149, 3.74598, 1.05322], [-4.18227, 2.03658, 1.56702], [-2.61369, 2.75536, 0.99982], [-3.34016, 1.79317, 3.89208], [-2.39642, 2.98617, 4.70174], [-1.56893, 1.20141, 2.25735], [-0.97506, 1.05681, 3.89890], [0.37369, 2.38325, 2.59252], [-13.08362, -7.00731, -2.81198], [-12.89548, -7.83621, -4.14379], [-12.21084, -7.09534, -5.30536], [-10.75752, -6.68789, -5.02560], [-9.60477, -7.07077, -6.40212], [-8.00197, -6.34454, -6.01608], [-8.16536, -4.77143, -5.86658], [-7.13843, -4.16835, -4.89980], [-5.66673, -4.44317, -5.29577], [-9.41915, -8.88616, -6.51844], [-8.37631, -9.24405, -7.61977], [-8.31128, -10.76139, -7.87094], [-7.62044, -11.72168, -6.92658], [-10.41276, -6.47736, -7.92947], [-10.75241, -5.01633, -7.78389], [-11.76363, -4.51607, -8.74008], [-11.82526, -2.96161, -8.82605], [-13.55396, -7.58773, -2.01825], [-13.73935, -6.14974, -2.96270], [-12.09165, -6.63989, -2.54912], [-13.87797, -8.20001, -4.44459], [-12.33225, -8.72802, -3.86893], [-12.80337, -6.18872, -5.42792], [-12.33422, -7.60463, -6.26113], [-10.40066, -7.25513, -4.16596], [-10.61145, -5.65155, -4.72104], [-7.19214, -6.58148, -6.70610], [-7.61127, -6.84058, -5.12759], [-9.16432, -4.50776, -5.51920], [-8.08106, -4.36357, -6.87387], [-7.28663, -4.57965, -3.90132], [-7.33503, -3.10039, -4.80537], [-4.95712, -4.25868, -4.48922], [-5.35943, -3.83466, -6.14630], [-5.49656, -5.50487, -5.47443], [-10.40208, -9.28289, -6.77255], [-9.09160, -9.33015, -5.57840], [-7.41541, -8.81009, -7.34330], [-8.69086, -8.81203, -8.56977], [-7.73680, -10.95929, -8.77587], [-9.29609, -11.14999, -8.13026], [-8.21728, -11.62519, -6.01963], [-6.58689, -11.45505, -6.70573], [-7.78849, -12.73275, -7.29752], [-11.30110, -7.08111, -8.11507], [-9.78569, -6.70149, -8.79239], [-9.87561, -4.37569, -7.87826], [-11.24135, -4.75437, -6.84559], [-12.71326, -4.92163, -8.39105], [-11.50050, -4.97667, -9.69229], [-12.80827, -2.66512, -9.19192], [-11.04947, -2.51440, -9.44754], [-11.77292, -2.44958, -7.86522], [5.09879, 4.19225, -4.33313], [6.17320, 4.19211, -3.28892], [7.57711, 4.31094, -3.79582], [8.60950, 4.25358, -2.62814], [10.36427, 4.63961, -3.01274], [11.17110, 4.21672, -1.49372], [10.93260, 5.25879, -0.35752], [11.92662, 5.13475, 0.81200], [11.97241, 3.74562, 1.37673], [10.93745, 3.63501, -4.42948], [11.33385, 2.16693, -4.11039], [11.85361, 1.52807, -5.31136], [13.16792, 2.08399, -5.84249], [10.30534, 6.45473, -3.41117], [11.72783, 7.08391, -3.41688], [11.79099, 8.44837, -4.11547], [11.00555, 9.44242, -3.33065], [4.18881, 3.73675, -3.94253], [5.34709, 3.71625, -5.28175], [4.95864, 5.22622, -4.64836], [5.81451, 5.03630, -2.70004], [6.07631, 3.35207, -2.60114], [7.58931, 3.41086, -4.41047], [7.57642, 5.19271, -4.43659], [8.39481, 4.92673, -1.79815], [8.67243, 3.23722, -2.23939], [10.87464, 3.22248, -1.15951], [12.22678, 4.31172, -1.74794], [10.99214, 6.27178, -0.75550], [9.97646, 5.17879, 0.15967], [12.92788, 5.48140, 0.55625], [11.54565, 5.88586, 1.50396], [11.06516, 3.43504, 1.89494], [12.76352, 3.67394, 2.12312], [12.23331, 3.04556, 0.58303], [11.82682, 4.13105, -4.81816], [10.20656, 3.63425, -5.23812], [10.52202, 1.64423, -3.60459], [12.25143, 2.27743, -3.53251], [11.00962, 1.34842, -5.97734], [12.19238, 0.51984, -5.07304], [13.06522, 2.90359, -6.55370], [13.66546, 1.25698, -6.34906], [13.84068, 2.50576, -5.09575], [9.65336, 7.13212, -2.85965], [9.83101, 6.45835, -4.39254], [12.33461, 6.35289, -3.95121], [12.08636, 7.20542, -2.39473], [11.27597, 8.30774, -5.06577], [12.81087, 8.75983, -4.34115], [11.30192, 10.38197, -3.79700], [11.44125, 9.51636, -2.33426], [9.93224, 9.27287, -3.41648], [-2.76976, 9.99085, 9.18835], [-1.91275, 8.65397, 8.86085], [-1.96670, 10.79245, 8.01633], [-3.84859, 9.47989, 8.06174], [-3.66565, 11.37400, 9.54048], [-3.60673, 9.31785, 10.38363], [-1.62871, 10.44809, 10.24677], [-8.64349, -1.44736, 7.83550], [-9.62933, -0.29129, 7.23986], [-8.02956, -1.42558, 6.37153], [-7.44155, -0.34639, 8.17874], [-7.56669, -2.69992, 8.25317], [-9.21078, -1.40314, 9.31747], [-9.80208, -2.51928, 7.44055], [6.09549, -2.65135, 1.69291], [6.90324, -1.31372, 2.23161], [5.01924, -1.55014, 1.08813], [6.76933, -2.72755, 0.25172], [5.12964, -3.94134, 1.30092], [7.18625, -3.61706, 2.36962], [5.28435, -2.73988, 3.07121], [-5.17113, 10.07342, -2.84757], [-4.96970, 11.74208, -2.66913], [-6.79324, 10.33458, -3.27646], [-4.76154, 9.98489, -4.46454], [-5.37359, 8.49553, -2.99426], [-3.65467, 9.69316, -2.34030], [-5.72248, 9.88937, -1.31657]], "forces_ev_per_angstrom": [[-0.272, -2.174, -1.036], [1.488, 0.853, 0.019], [-1.241, -0.142, -0.056], [-0.222, 1.412, 0.020], [-0.849, -0.070, 0.283], [0.334, -0.900, -0.817], [0.649, 0.805, 0.714], [-0.270, 0.240, 0.556], [0.030, 0.143, 0.378], [0.010, 0.284, -0.303], [0.021, -0.003, -0.126], [0.043, 0.170, 0.802], [-0.073, -0.025, 0.347], [-0.192, 0.058, -0.111], [0.135, 0.195, -0.501], [0.191, 0.031, -0.008], [-0.068, 0.021, 0.065], [0.035, -0.019, -0.192], [0.862, 0.116, -0.523], [-0.226, -0.865, 0.346], [-0.384, -0.058, 0.151], [-1.151, -0.247, 1.777], [1.942, -0.504, 1.548], [0.789, 0.734, -1.192], [-0.783, 0.027, -0.103], [-1.750, -1.098, 0.251], [-0.040, -0.529, 2.607], [1.047, -0.435, -1.474], [0.145, -0.387, -0.365], [-0.022, -0.064, 0.142], [0.296, 0.311, -0.042], [0.258, 0.494, -0.095], [-0.019, 0.125, -0.109], [0.122, 0.052, 0.034], [-0.586, 0.098, -0.706], [0.163, 0.530, 0.029], [-0.558, 0.509, -0.038], [0.287, 0.399, -0.540], [0.547, -0.755, -0.447], [-0.117, 0.109, -0.333], [-0.044, 0.290, -0.647], [-0.667, 0.434, -0.261], [-2.265, -0.511, -0.048], [0.570, 0.910, 0.123], [1.028, -0.991, -0.502], [0.384, 1.370, 1.758], [-0.766, -1.378, -0.122], [-0.638, 1.347, 0.704], [0.917, 0.077, -0.683], [0.066, 0.025, -0.331], [0.064, -0.385, 0.593], [0.472, -0.665, -0.084], [-0.048, -0.088, -0.116], [-0.220, 0.251, 0.337], [0.399, -0.034, -0.170], [0.339, -0.360, -0.926], [0.159, 0.073, 0.249], [-0.496, 0.141, -0.558], [-0.230, -0.007, 0.054], [0.405, 0.232, -0.274], [-0.191, 0.118, -0.172], [-0.450, -0.128, 0.286], [0.331, 0.167, -0.061], [0.313, -0.122, -1.567], [-0.310, -0.063, 1.076], [-0.853, 0.787, 0.492], [0.588, -0.448, -0.013], [-0.547, -1.006, 0.401], [-0.022, 1.230, -0.031], [0.641, -0.867, 0.221], [0.651, -0.279, -0.126], [-0.302, 0.076, 0.319], [0.529, 0.365, -0.639], [-0.701, -0.649, 0.351], [1.003, -0.326, -1.570], [-1.470, 0.822, 1.254], [0.534, -0.360, 0.391], [0.358, 1.234, 0.726], [-0.390, 0.617, -1.024], [-0.533, -0.522, 0.057], [0.411, -0.180, -0.069], [0.081, 0.107, -0.195], [-0.137, 0.050, 0.584], [0.021, 0.072, -0.282], [0.181, -0.154, -0.124], [0.065, 0.253, -0.212], [0.104, -0.407, 0.166], [0.258, -0.234, 0.029], [-0.286, 0.022, -0.208], [-0.441, 0.061, -0.594], [-0.479, 0.130, 0.576], [0.058, -0.075, 0.009], [0.209, 0.176, 0.104], [-0.236, -0.120, 0.064], [0.125, 0.051, -0.097], [-0.237, 0.460, 0.154], [0.002, -0.242, -0.122], [-0.150, -0.059, -0.465], [-0.057, -0.126, 0.023], [-0.164, 0.248, 0.214], [0.148, -0.192, -0.094], [0.080, 0.226, -0.006], [-0.147, 0.715, -0.592], [-0.251, 0.163, 0.264], [0.416, -0.502, 0.672], [-0.019, -0.275, -0.206], [0.525, 0.040, 0.075], [-0.183, -0.096, 0.350], [0.269, 0.281, 0.002], [0.184, -0.246, 0.107], [0.620, -0.403, 0.654], [-0.311, 0.078, -0.443], [-0.506, 0.330, -0.483], [0.140, 0.008, -0.390], [-0.030, -0.245, -0.124], [0.210, -0.368, 0.344], [-0.074, -0.041, -1.247], [-1.217, 0.363, 1.583], [-0.303, -0.301, 0.540], [0.528, -0.143, -1.304], [-2.873, 0.597, -0.335], [0.564, 1.307, 0.746], [0.318, -0.049, 0.184], [-0.402, 0.745, -0.502], [0.546, -0.236, 0.570], [0.212, 0.083, 0.189], [0.389, 2.175, 1.497], [0.427, -2.035, -0.889], [-0.246, 0.635, -1.196], [1.101, 0.080, -0.098], [-0.137, -0.545, -0.817], [-0.710, -1.737, -0.398], [1.165, 1.270, -0.409], [-0.078, 0.329, -0.174], [0.173, -0.589, 0.106], [-0.561, 0.069, 0.146], [0.802, 0.293, 0.606], [0.113, -0.341, -0.163], [1.036, 0.068, -0.340], [0.689, 0.100, -0.002], [-0.336, 0.020, -0.021], [-0.369, -0.106, 0.151], [0.293, -0.100, -0.360], [0.366, -0.610, 0.284], [-0.050, 0.014, -0.060], [-0.422, -0.301, -0.638], [0.086, -0.119, -0.306], [0.189, -0.169, 0.478], [-0.196, -0.003, -0.316], [0.063, -0.042, -0.002], [-0.117, -0.238, 0.163], [0.073, 0.132, -0.100], [-0.320, 0.348, 0.137], [0.233, -0.168, 0.050], [-0.405, -0.304, 1.139], [0.415, 0.344, -0.876], [-0.604, -0.296, 0.528], [-0.168, -0.050, -0.261], [0.265, 0.332, -0.077], [-0.119, -0.407, 0.477], [-0.295, -0.840, 0.761], [0.328, -0.031, -0.459], [0.608, 0.109, 0.107], [0.095, -0.266, 0.052], [0.231, 0.105, -0.388], [-0.005, -0.054, 0.291], [-0.783, 0.453, 0.130], [-0.669, -0.129, 0.373], [0.122, 0.237, 0.453], [-0.922, 1.740, -0.263], [0.113, -0.359, 0.374], [-0.225, -0.100, 0.237], [0.066, 0.463, 0.718], [0.926, -0.957, -0.916], [0.246, -0.945, -0.219], [-0.003, -0.018, 0.033], [1.029, 0.027, -0.627], [-0.217, 0.520, 1.444], [0.723, -1.378, -1.539], [-0.989, -0.392, 0.761], [-1.207, 1.057, -0.282], [0.153, 0.449, 0.095], [0.677, -0.347, 0.013], [-1.784, 0.181, 0.693], [0.454, -0.913, -0.475], [-0.185, -0.850, 0.018], [0.718, 0.210, 0.187], [0.559, 0.342, -0.934], [0.610, -0.009, -0.671], [-0.445, 1.121, 1.230], [-1.825, -0.284, -0.139], [0.245, -2.628, -0.536], [1.818, 0.073, -0.026], [0.208, 1.606, 1.398], [-0.750, -1.456, -0.171], [-0.208, 1.517, -0.473], [0.592, 1.009, -0.034]], "homo_ev": -9.957, "homo_lumo_gap_ev": 7.6, "total_energy_ha": -6694.23930, "relative_energy_kcal_mol": 86.6, "e_lumo_ev": -2.39, "total_charge": 1}